Formula: C6H10O
Source: OMol25
Level of theory: ωB97M-V with the def2-TZVPD basis set

Properties
- Orbital gap: 10.1154 eV
- Structure (SMILES): C[C@H]1CC=C[C@H]1O
- ΔE to the lowest compared entry with this formula, charge and spin: 1.7839 eV
- LUMO level: 0.91 eV

XYZ file:
```
17
C6H10O | OMol25 | ωB97M-V with the def2-TZVPD basis set
C 2.186 -0.240 0.163
C 0.641 -0.096 0.434
C 0.235 1.165 -0.321
C -1.254 1.246 -0.304
C -1.821 0.074 -0.052
C -0.866 -1.031 0.342
O -1.224 -2.233 -0.339
H 2.463 -0.129 -0.894
H 2.688 0.617 0.660
H 2.686 -1.128 0.556
H 0.588 0.047 1.520
H 0.508 0.957 -1.363
H 0.759 2.086 -0.041
H -1.789 2.146 -0.582
H -2.882 -0.113 -0.233
H -0.953 -1.306 1.395
H -1.966 -2.062 -0.942
```



Formula: C6H11NO3S
Source: OMol25
Level of theory: ωB97M-V with the def2-TZVPD basis set

Properties
- Orbital gap: 10.4878 eV
- Structure (SMILES): COC[C@](C)(C#N)S(C)(=O)=O
- ΔE to the lowest compared entry with this formula, charge and spin: 4.0295 eV
- LUMO level: 0.50 eV

XYZ file:
```
22
C6H11NO3S | OMol25 | ωB97M-V with the def2-TZVPD basis set
C -0.651 1.452 -2.379
O -0.372 1.876 -1.090
C -0.643 1.121 -0.077
C 0.676 -0.041 0.073
C 1.997 0.611 0.325
C 0.680 -0.954 -0.932
N 0.473 -1.736 -1.728
S 0.200 -0.872 1.619
C -1.188 -2.023 1.591
O 1.402 -1.632 1.965
O -0.119 0.173 2.590
H -0.756 2.318 -2.981
H -1.804 1.147 -2.392
H -0.121 0.661 -2.883
H -0.878 1.678 0.894
H -1.528 0.554 -0.192
H 2.914 0.018 0.188
H 2.075 1.138 1.247
H 2.130 1.256 -0.603
H -1.208 -2.779 0.782
H -1.131 -2.383 2.558
H -2.147 -1.584 1.425
```



Formula: C10H14BrN3O3PtSe4
Source: OMol25
Level of theory: ωB97M-V with the def2-TZVPD basis set

Properties
- Net charge: -2
- <S²>: 2.009
- Orbital gap (alpha / beta): 4.0319 / 5.0134 eV
- ΔE to the lowest compared entry with this formula, charge and spin: 2.6886 eV
- Multiplicity: 3
- LUMO level (alpha / beta): 4.30 / 4.28 eV

XYZ file:
```
36
C10H14BrN3O3PtSe4 | OMol25 | ωB97M-V with the def2-TZVPD basis set
Pt 0.075 -0.007 0.028
Se 0.135 -2.527 0.212
Se 2.172 -3.674 -0.163
Se 3.837 -1.993 -0.680
Se 2.640 0.004 -0.548
Br -3.490 1.051 3.192
C -3.897 0.791 1.357
C -5.207 0.905 0.930
N -5.576 0.744 -0.338
C -4.610 0.458 -1.216
C -3.263 0.320 -0.897
C -2.898 0.493 0.449
C -2.281 -0.009 -2.046
O -2.786 -0.116 -3.166
O -1.041 -0.152 -1.790
H -6.007 1.138 1.627
H -4.931 0.332 -2.242
H -1.804 0.398 0.779
N 0.014 5.012 -0.199
C 1.206 4.285 0.323
C 0.801 2.919 0.848
N 0.050 2.131 -0.123
C -1.093 2.857 -0.673
C -0.722 4.221 -1.228
H 0.306 5.962 -0.601
H -0.628 5.221 0.591
H 1.634 4.905 1.113
H 1.913 4.203 -0.502
H 0.192 3.029 1.749
H 1.691 2.359 1.140
H 0.673 1.833 -0.887
H -1.846 2.970 0.111
H -1.547 2.258 -1.459
H -1.609 4.798 -1.494
H -0.066 4.137 -2.094
O -0.563 0.093 1.734
```



Formula: C10H14N3OP
Source: OMol25
Level of theory: ωB97M-V with the def2-TZVPD basis set

Properties
- Net charge: +2
- Orbital gap: 6.9578 eV
- Structure (SMILES): CC1=[NH+]C(C)=[NH+][P@](=O)(c2ccccc2)N1
- ΔE to the lowest compared entry with this formula, charge and spin: 0.0000 eV
- LUMO level: -9.29 eV

XYZ file:
```
29
C10H14N3OP | OMol25 | ωB97M-V with the def2-TZVPD basis set
C 2.717 1.988 1.255
C 1.803 0.957 0.842
N 2.277 -0.274 0.378
C 1.641 -1.304 -0.236
C 2.453 -2.405 -0.606
N 0.340 -1.197 -0.247
P -0.493 -0.267 0.981
O -0.006 -0.813 2.266
C -2.176 -0.002 0.393
C -2.390 0.371 -0.968
C -3.618 0.377 -1.542
C -4.631 -0.097 -0.719
C -4.596 -0.481 0.637
C -3.284 -0.399 1.224
N 0.432 1.136 0.761
H 3.009 2.872 0.600
H 3.665 1.529 1.445
H 2.322 2.466 2.093
H 3.316 -0.397 0.452
H 1.834 -3.243 -0.772
H 3.047 -2.565 0.334
H 2.985 -2.305 -1.571
H -0.242 -1.642 -0.919
H -1.596 0.607 -1.589
H -3.695 0.692 -2.629
H -5.651 -0.113 -1.149
H -5.600 -0.619 1.082
H -3.167 -0.777 2.280
H 0.154 2.105 0.778
```